# C5H24N10O7

A cluster of 7 separate species, C5H24N10O7 in total in a non-equilibrium geometry (ωB97M-V/def2-TZVPD, OMol25).

The geometry in XYZ format:
```
46
Properties=species:S:1:pos:R:3:forces:R:3:nbo_charge:R:1
N -3.1814 1.7152 0.3938 -0.626 1.480 3.944 -0.81
C -3.1145 1.0517 -0.7199 0.570 -0.028 -0.217 0.77
N -2.1417 1.5568 -1.4912 0.686 -0.434 -2.353 -0.85
O -3.8834 0.1548 -0.9539 -1.044 -1.535 -1.284 -0.69
H -3.8124 1.3252 1.0793 0.374 0.305 0.209 0.41
H -2.4497 2.3583 0.6604 -0.643 -0.020 0.020 0.37
H -1.2645 1.8389 -1.0776 -0.088 -0.002 -0.515 0.40
H -2.1775 1.1752 -2.4257 0.767 0.155 0.097 0.40
N -0.6382 1.1686 2.5872 -4.058 -3.803 -3.399 -0.81
C 0.2510 1.5960 3.3874 1.675 0.057 2.108 0.75
N 0.4486 2.8648 3.0900 2.508 3.437 1.720 -0.84
O 0.7819 0.9575 4.2929 0.279 0.327 -0.169 -0.69
H -0.9121 1.7704 1.8237 -0.049 -0.788 0.182 0.36
H -0.7307 0.1676 2.4890 -0.457 0.075 -0.306 0.43
H 0.1346 3.3499 2.2616 0.428 -0.211 0.359 0.39
H 1.2004 3.2109 3.6688 -0.125 0.901 -0.510 0.40
N 2.8337 1.5443 1.1792 0.170 -2.661 1.671 -0.84
C 2.9307 2.7993 0.7759 -2.957 -1.484 -4.500 0.74
N 3.6060 3.5300 1.5492 3.924 3.330 4.702 -0.81
O 2.4356 3.2426 -0.2401 -1.192 0.209 -1.340 -0.69
H 2.4012 0.7633 0.7068 0.077 0.542 -0.383 0.43
H 3.2165 1.3814 2.0996 -0.371 -0.600 -0.199 0.37
H 4.2003 2.9965 2.1675 0.314 0.990 0.227 0.38
H 3.8264 4.4850 1.3055 -0.006 -0.413 -0.021 0.41
N -2.8498 -2.7094 0.0173 -4.371 1.693 -1.395 -0.85
C -1.7203 -2.3435 0.5761 1.104 3.206 0.907 0.77
N -1.0848 -3.4607 0.6195 4.370 -4.879 1.298 -0.83
O -1.3376 -1.2299 0.9403 -0.312 -0.324 -0.094 -0.70
H -3.5205 -1.9546 -0.0057 -0.392 -0.070 -1.013 0.43
H -2.6729 -3.3246 -0.7639 -1.089 0.430 0.002 0.38
H -0.1975 -3.6348 1.0694 -0.058 0.478 -0.060 0.41
H -1.7407 -4.2284 0.6420 0.806 -0.283 0.237 0.39
N 0.8793 -4.3212 -2.3157 0.883 -4.929 2.148 -0.81
C 0.9114 -3.1063 -2.7073 5.577 0.302 -1.316 0.72
N -0.2521 -2.6704 -2.8513 -6.594 5.075 -1.394 -0.81
O 1.9660 -2.5510 -3.0220 -0.196 0.823 0.187 -0.69
H -0.0476 -4.7089 -2.2129 0.945 -0.980 0.014 0.38
H 1.7628 -4.7962 -2.4334 -0.540 -0.614 0.415 0.42
H -0.3187 -1.8301 -3.4076 -0.498 0.044 0.369 0.41
H -1.0924 -3.1234 -2.5213 0.343 0.306 -0.313 0.38
O 1.5677 1.7109 -2.7883 -0.119 0.689 -0.723 -0.95
H 1.5681 1.3417 -1.9052 0.137 -0.076 0.241 0.49
H 1.1646 1.0336 -3.3315 0.053 -0.204 -0.088 0.45
O 1.2502 -0.0713 -0.8454 0.044 -0.027 0.585 -0.96
H 1.2575 -0.9734 -1.1652 0.267 -0.369 -0.371 0.50
H 0.5464 -0.0522 -0.1970 -0.516 -0.123 0.323 0.49
```
Positions in Å, forces in eV/Å.

## Properties
SMILES string ... NC(N)=O.NC(N)=O.NC(N)=O.NC(N)=O.NC(N)=O.O.O
DFT total energy ... -34809.6292 eV
Relative energy (zero: lowest compared OMol25 entry of this formula, charge and spin) ... 81.4 kcal/mol
Gap between HOMO and LUMO ... 9.22 eV
HOMO level ... -9.43 eV
2S+1 ... 1
Molecular weight ... 336.31 g/mol